# 1
DFT (wB97M-V/def2-TZVPD) results for one molecule with the formula C19H23N3O3S.

Last column: Löwdin charge in e.
Cartesian coordinates (Å):
C -4.987 -3.227 -3.263  -0.052
C -3.891 -2.509 -3.990  -0.273
C -3.921 -2.411 -5.378  -0.047
C -2.903 -1.775 -6.064  -0.067
C -1.842 -1.220 -5.372  -0.021
C -1.808 -1.284 -3.983  -0.133
C -0.633 -0.680 -3.281  -0.423
O 0.478 -0.683 -3.774  0.075
N -0.951 -0.125 -2.079  0.131
C -0.113 0.495 -1.144  -0.221
C -0.701 1.124 -0.051  -0.017
C 0.068 1.727 0.922  -0.036
C 1.461 1.717 0.841  -0.243
N 2.274 2.355 1.775  -0.098
C 1.706 3.150 2.833  -0.139
C 1.294 2.270 4.033  -0.168
N 2.115 1.077 4.081  -0.239
S 1.437 -0.339 3.481  0.621
C 1.667 -1.411 4.923  -0.116
O 2.217 -0.880 2.408  -0.274
O 0.028 -0.156 3.298  -0.292
C 3.477 1.303 3.650  -0.172
C 3.530 1.750 2.170  -0.146
C 2.038 1.114 -0.280  -0.012
C 1.273 0.505 -1.251  0.002
C -2.830 -1.938 -3.303  0.000
H -4.853 -3.160 -2.186  0.073
H -5.957 -2.805 -3.522  0.081
H -4.998 -4.280 -3.544  0.083
H -4.747 -2.849 -5.921  0.113
H -2.934 -1.717 -7.142  0.104
H -1.032 -0.730 -5.889  0.117
H -1.930 -0.116 -1.827  0.131
H -1.778 1.130 0.049  0.113
H -0.440 2.181 1.757  0.100
H 2.481 3.860 3.148  0.124
H 0.860 3.723 2.455  0.122
H 0.264 1.925 3.943  0.098
H 1.408 2.815 4.976  0.122
H 1.112 -0.977 5.743  0.062
H 1.284 -2.392 4.676  0.064
H 2.724 -1.459 5.146  0.058
H 4.023 0.370 3.778  0.116
H 3.909 2.060 4.312  0.125
H 4.347 2.471 2.030  0.124
H 3.711 0.874 1.551  0.099
H 3.109 1.127 -0.407  0.112
H 1.744 0.042 -2.101  0.102
H -2.789 -2.040 -2.226  0.117

Properties
Largest force on an atom: 0.027 hartree/bohr
ΔE to the lowest compared entry with this formula, charge and spin: 52.52 kcal/mol
Charge: 0
Gap between HOMO and LUMO: 7.690 eV
SMILES: Cc1cccc(C(=O)Nc2ccc(N3CCN(S(C)(=O)=O)CC3)cc2)c1



# 2
DFT (wB97M-V/def2-TZVPD) results for one molecule with the formula C19H23N3O5S.

Last column: Löwdin charge in e.
Cartesian coordinates (Å):
C 4.242 -0.453 1.723  -0.002
C 2.768 -0.203 1.903  -0.393
O 2.372 0.705 2.610  0.051
C 1.834 -1.095 1.214  -0.068
C 0.489 -1.204 1.572  -0.217
C -0.281 -0.587 2.678  0.006
N -0.096 -2.075 0.732  0.141
C 0.820 -2.546 -0.181  -0.153
C 0.450 -3.473 -1.248  -0.406
O 1.182 -4.327 -1.705  0.088
N -0.862 -3.382 -1.683  0.134
C -1.682 -2.255 -1.700  -0.246
C -3.069 -2.413 -1.747  -0.014
C -3.905 -1.311 -1.751  -0.063
C -3.376 -0.030 -1.702  -0.059
C -2.003 0.120 -1.681  -0.249
S -1.248 1.746 -1.649  0.687
O -2.244 2.710 -2.024  -0.279
O -0.027 1.683 -2.396  -0.270
N -0.874 1.854 -0.009  -0.217
C 0.496 2.236 0.298  -0.168
C 0.668 3.751 0.180  -0.173
O -0.256 4.435 0.997  -0.120
C -1.583 4.114 0.648  -0.187
C -1.836 2.608 0.774  -0.171
C -1.154 -0.964 -1.693  -0.002
C 2.044 -1.969 0.104  -0.136
C 3.277 -2.204 -0.692  -0.022
H 4.476 -1.502 1.880  0.086
H 4.794 0.159 2.432  0.087
H 4.541 -0.177 0.714  0.083
H 0.377 0.016 3.295  0.076
H -0.750 -1.357 3.291  0.089
H -1.065 0.049 2.269  0.072
H -1.058 -2.368 0.787  0.171
H -1.157 -4.163 -2.257  0.158
H -3.486 -3.409 -1.786  0.115
H -4.974 -1.452 -1.792  0.109
H -4.002 0.847 -1.714  0.111
H 1.144 1.727 -0.412  0.117
H 0.727 1.903 1.314  0.112
H 1.658 4.055 0.522  0.132
H 0.530 4.043 -0.872  0.130
H -2.222 4.672 1.335  0.130
H -1.792 4.421 -0.386  0.117
H -2.833 2.361 0.412  0.119
H -1.731 2.302 1.819  0.124
H -0.092 -0.786 -1.726  0.126
H 4.059 -2.649 -0.081  0.084
H 3.054 -2.890 -1.505  0.073
H 3.655 -1.271 -1.109  0.086

Properties
Largest force on an atom: 0.020 hartree/bohr
ΔE to the lowest compared entry with this formula, charge and spin: 27.56 kcal/mol
Charge: 0
Gap between HOMO and LUMO: 9.134 eV
SMILES: CC(=O)c1c(C)[nH]c(C(=O)Nc2cccc(S(=O)(=O)N3CCOCC3)c2)c1C